[1]
This record from OMol25 describes a molecular structure, C26H31Cl2InN4O3P. The level of theory is ωB97M-V with the def2-TZVPD basis set.

Its total charge is +1. Its energy above the lowest of the compared OMol25 structures with the same formula, charge and spin is 2.0 kcal/mol. The value obtained for the total energy is -2905.670358 hartree. The value obtained for the lowest unoccupied orbital energy is -0.0753 Eh. For the HOMO energy, the calculation gives -0.3691 Eh. As for the multiplicity: 1.

XYZ file:
```
68
Properties=species:S:1:pos:R:3:forces:R:3:lowdin_charge:R:1
In -0.035660 -1.515393 0.904554 -0.1 0.1 0.0 0.75
O -0.748877 -1.528506 -2.544553 -0.1 0.2 0.2 -0.09
N 0.526140 -2.030488 -2.398605 -0.1 -0.3 -0.2 -0.02
C 1.489761 -1.357822 -2.880521 0.2 0.0 -0.1 -0.15
C 1.455883 -0.025324 -3.528195 -0.2 0.3 0.1 -0.22
C 1.976834 0.096801 -4.817994 -0.1 -0.1 0.0 -0.03
C 1.947718 1.312374 -5.474008 0.1 0.0 -0.1 -0.06
C 1.431346 2.434478 -4.839839 0.0 0.1 0.0 -0.05
C 0.962098 2.338980 -3.543139 0.0 -0.1 0.0 -0.09
C 0.960492 1.117271 -2.869567 0.1 -0.3 0.0 -0.33
P 0.453520 1.059014 -1.095018 0.0 0.2 -0.7 1.03
C -1.279098 1.629824 -1.186338 -0.1 -0.2 -0.1 -0.34
C -1.988633 1.721132 -2.329707 0.3 0.1 0.2 -0.08
C -3.384234 2.110337 -2.341840 -0.3 0.1 0.0 -0.07
C -4.058272 2.335759 -1.207597 0.1 0.0 -0.2 -0.04
C -3.473986 2.030019 0.102636 -0.1 0.0 0.1 -0.20
C -1.981285 1.667734 0.114947 0.1 0.0 0.0 -0.27
C 1.431108 2.481266 -0.480934 -0.1 -0.1 0.2 -0.38
C 2.819409 2.355857 -0.572321 0.0 0.0 0.1 -0.12
C 3.652514 3.267856 0.052571 0.0 0.0 0.0 -0.07
C 3.109765 4.315876 0.786323 0.0 0.0 0.0 -0.08
C 1.733631 4.467081 0.855145 0.0 0.1 0.0 -0.08
C 0.895162 3.555360 0.224447 -0.1 0.0 -0.1 -0.10
H -0.752919 -0.761539 -3.147028 0.2 0.0 0.1 0.08
H 2.440388 -1.883444 -2.868511 0.0 0.1 0.3 0.13
H 2.385025 -0.777780 -5.309484 0.0 0.0 0.0 0.12
H 2.335693 1.390368 -6.480779 0.0 0.0 0.0 0.11
H 1.410067 3.385935 -5.354532 0.0 0.0 0.0 0.11
H 0.593238 3.220620 -3.033280 0.0 0.0 0.0 0.12
H -1.502106 1.613084 -3.290762 0.0 0.0 0.0 0.10
H -3.845681 2.304563 -3.301191 0.0 0.0 0.0 0.11
H -5.052358 2.763409 -1.229632 0.0 0.0 0.0 0.11
H -3.868758 2.593219 0.938311 0.1 0.0 0.0 0.14
H -1.388743 1.991366 0.962582 -0.1 0.0 0.1 0.10
H 3.245081 1.541793 -1.147935 0.0 -0.1 0.0 0.10
H 4.726493 3.159804 -0.027039 0.0 0.0 0.0 0.11
H 3.762297 5.017820 1.288227 0.0 0.0 0.0 0.11
H 1.310685 5.304458 1.395627 0.0 0.0 0.0 0.11
H -0.178650 3.697723 0.262603 0.0 0.0 0.0 0.10
C 0.296315 -2.371544 5.884004 0.0 -0.2 0.0 -0.02
O 0.394193 -0.989954 5.511767 0.0 0.1 -0.1 -0.01
C 0.647473 -0.757589 4.223815 0.1 0.0 0.0 -0.59
O 0.848175 -1.628655 3.394893 -0.1 -0.1 -0.1 -0.10
N 0.650809 0.574972 3.973529 0.0 0.0 0.1 0.01
N 0.941125 1.040169 2.690767 0.0 -0.1 -0.1 0.05
H 0.172720 -2.376269 6.961366 0.0 0.0 0.0 0.10
H 1.196588 -2.911112 5.597886 0.0 0.0 0.0 0.10
H -0.563436 -2.832581 5.400257 0.0 0.0 0.0 0.10
H 0.642759 1.202911 4.761446 0.0 0.0 0.0 0.16
H 1.900703 1.364529 2.624789 0.0 0.0 0.0 0.10
H 0.331064 1.815373 2.471922 -0.1 0.0 0.0 0.07
Cl 3.341419 -0.979016 0.753412 -0.1 0.2 -0.1 0.53
C 3.630733 -2.691291 1.069595 0.1 -0.2 0.1 -0.96
Cl 2.152903 -3.662021 0.965214 0.2 0.0 0.0 0.52
H 4.032136 -2.780077 2.072033 0.0 0.0 0.0 0.04
H 4.334076 -3.053787 0.329515 0.0 0.0 0.0 0.04
C -4.181206 -5.195421 1.370227 0.1 -0.1 0.0 -0.09
C -2.942800 -5.837965 0.729478 -0.4 0.0 0.0 -0.21
C -1.795805 -4.948400 0.789716 0.3 0.1 0.0 -0.19
N -0.904740 -4.226105 0.840841 -0.1 -0.1 0.0 0.08
H -5.047224 -5.831985 1.202206 0.0 0.0 0.0 0.08
H -4.376653 -4.219959 0.927947 0.0 0.0 0.0 0.08
H -4.043405 -5.072166 2.442804 0.0 0.0 0.0 0.08
H -3.133526 -6.062345 -0.321220 0.1 0.0 0.0 0.12
H -2.686348 -6.771393 1.231449 0.0 0.0 -0.1 0.12
C -3.027455 0.629724 0.409984 0.0 0.0 0.1 -0.09
H -3.204250 -0.135577 -0.334551 0.0 0.0 -0.1 0.12
H -3.121464 0.306646 1.437312 0.0 0.0 0.0 0.10
```
Positions in Å, forces in eV/Å.

---

[2]
This record from OMol25 describes a molecular structure, C26H31ClN2O8Ta at a distorted geometry. The level of theory is ωB97M-V with the def2-TZVPD basis set.

Its total charge is +1. Its energy above the lowest of the compared OMol25 structures with the same formula, charge and spin is 71.1 kcal/mol. The value obtained for the total energy is -2237.523256 hartree. The value obtained for the lowest unoccupied orbital energy is -0.1625 Eh. For the HOMO energy, the calculation gives -0.3964 Eh. As for the multiplicity: 1.

XYZ file:
```
69
Properties=species:S:1:pos:R:3:forces:R:3:lowdin_charge:R:1
Ta -0.157131 -0.056194 0.203493 -2.2 0.0 -0.1 1.99
O 3.502958 0.684579 3.250373 0.3 0.3 0.1 0.19
C 2.294427 0.785533 2.748248 -0.3 -0.2 -0.1 -0.46
O 1.511856 -0.127557 2.626936 0.0 -0.1 0.2 0.04
C 1.899427 2.146193 2.276023 0.0 0.2 -0.1 -0.15
C 2.520654 3.353842 2.549157 0.0 -0.1 0.1 0.06
C 1.944376 4.511726 2.037975 0.0 0.0 0.0 0.01
C 0.784733 4.438185 1.279781 -0.1 0.0 0.0 0.06
C 0.255032 3.180599 1.040508 0.2 -0.2 0.1 -0.15
N 0.805962 2.079666 1.528460 0.0 -0.5 -0.6 0.13
C -0.946152 2.882723 0.182353 0.2 1.0 0.2 -0.48
O -1.705087 3.690534 -0.241813 0.0 -0.2 0.0 0.20
O -0.989584 1.563478 -0.044026 -1.2 1.2 -0.9 -0.24
H 3.704266 -0.243431 3.448369 -0.1 -0.1 0.1 0.16
H 3.417362 3.385286 3.151679 0.0 0.0 0.0 0.13
H 2.400299 5.472401 2.234290 0.0 0.0 0.0 0.13
H 0.307926 5.318718 0.872233 0.0 0.0 0.0 0.14
C -1.579590 -1.233359 2.494717 0.3 0.3 -0.1 -0.24
C -1.428769 -2.595523 2.344407 -0.1 0.0 -0.1 -0.20
C -1.936103 -2.976034 1.058457 0.2 0.0 0.1 -0.19
C -2.400820 -1.848106 0.402535 0.4 0.7 -0.4 -0.26
C -2.165688 -0.686218 1.270232 0.7 0.2 -0.4 -0.40
C -3.237754 0.381064 1.381422 0.1 0.0 -0.2 -0.03
C -3.221743 -1.786600 -0.850273 0.0 -0.2 0.1 -0.03
C -1.938200 -4.361798 0.501587 0.0 0.1 0.0 0.00
C -0.817601 -3.501859 3.364077 0.0 0.1 -0.1 0.00
C -1.252919 -0.435419 3.718131 0.0 -0.2 0.0 -0.04
H -3.370483 0.941419 0.457003 0.0 0.0 0.0 0.07
H -3.011703 1.084682 2.182775 0.0 0.1 0.0 0.08
H -4.187347 -0.106084 1.614322 0.0 0.0 0.1 0.11
H -3.260895 -0.773145 -1.246300 0.0 0.0 -0.1 0.08
H -4.246448 -2.103601 -0.634485 0.0 0.0 0.0 0.10
H -2.831416 -2.441053 -1.628919 -0.1 0.0 0.0 0.07
H -1.051891 -4.519684 -0.120884 0.0 -0.1 0.0 0.09
H -2.819634 -4.532442 -0.116222 0.0 0.0 0.0 0.09
H -1.922578 -5.112374 1.288346 0.0 0.0 0.0 0.08
H -0.907037 -4.547787 3.081802 0.0 0.0 0.0 0.07
H -1.299341 -3.372889 4.334398 0.0 0.0 0.0 0.09
H 0.244734 -3.271794 3.484647 0.0 0.0 0.0 0.09
H -1.136010 0.624081 3.490532 0.0 0.0 0.0 0.07
H -0.329452 -0.791806 4.173863 0.0 0.1 0.0 0.07
H -2.049933 -0.535990 4.460580 0.0 0.0 0.0 0.10
C 1.672182 3.557442 -3.538223 0.0 -0.1 0.0 -0.09
N 1.661272 2.112278 -3.415442 -0.1 -0.1 0.0 -0.26
C 2.695813 1.656474 -2.517192 0.0 0.0 0.0 -0.09
C 0.345463 1.643622 -3.012705 0.2 -0.1 -0.1 -0.18
C 0.198009 0.136609 -3.057247 -0.1 0.0 -0.1 -0.22
C 0.374517 -0.433390 -4.318108 0.0 0.1 0.0 -0.02
C 0.193743 -1.785999 -4.536134 0.0 0.0 0.0 -0.04
C -0.160444 -2.605627 -3.473806 0.0 -0.1 0.0 -0.06
C -0.319782 -2.061565 -2.214734 0.0 -0.1 0.0 -0.16
C -0.157125 -0.689581 -1.973588 0.1 0.7 1.5 -0.18
H 2.653442 3.884077 -3.879754 0.0 0.0 0.0 0.09
H 1.447546 4.060686 -2.579742 0.0 0.0 0.0 0.08
H 0.930682 3.873882 -4.271509 0.0 0.0 0.0 0.09
H 3.660904 2.041932 -2.843444 0.0 0.0 0.0 0.09
H 2.740808 0.568326 -2.516329 0.0 0.0 0.0 0.08
H 2.522598 1.998049 -1.474774 0.0 0.0 0.0 0.08
H -0.368721 2.064283 -3.724417 -0.1 0.0 0.1 0.14
H 0.078862 2.035670 -2.024770 0.0 0.1 0.1 0.09
H 0.669063 0.223775 -5.127502 0.0 0.0 0.0 0.12
H 0.318667 -2.199825 -5.527875 0.0 0.0 0.0 0.11
H -0.303247 -3.668119 -3.622299 0.0 0.0 0.0 0.11
H -0.563298 -2.727942 -1.396551 0.0 0.0 0.0 0.07
O 2.882550 -2.155350 1.347765 0.0 -0.1 0.2 -0.20
Cl 2.121714 -1.678783 0.271541 2.7 -1.7 -0.6 0.73
O 2.318670 -2.385017 -0.920544 0.1 -0.2 -0.1 -0.19
O 2.323047 -0.255908 0.071321 -1.0 1.0 -0.2 -0.35
O 0.670351 -1.773992 0.625290 0.1 -2.0 0.9 -0.46
```
Positions in Å, forces in eV/Å.

---

[3]
This record from OMol25 describes a molecular structure, C26H31FeN2O5PS at a distorted geometry. The level of theory is ωB97M-V with the def2-TZVPD basis set.

Its total charge is 0. Its energy above the lowest of the compared OMol25 structures with the same formula, charge and spin is 16.1 kcal/mol. The value obtained for the total energy is -3498.406557 hartree. The value obtained for the lowest unoccupied orbital energy (spin up / spin down) is 0.0120 / 0.0093 Eh. For the HOMO energy (spin up / spin down), the calculation gives -0.3132 / -0.3013 Eh. As for the multiplicity: 5.

XYZ file:
```
67
Properties=species:S:1:pos:R:3:forces:R:3:lowdin_charge:R:1
Fe 0.281649 0.124087 -0.042319 -0.5 0.7 -0.2 0.70
O -1.721829 -1.223435 0.080272 -0.1 -0.9 0.6 -0.13
C -2.638317 -0.724250 1.076622 0.1 -0.1 -0.1 -0.18
C -1.892626 -0.054770 2.215482 0.1 -0.1 0.0 -0.17
N -0.971744 0.961986 1.718898 0.2 -0.1 0.2 -0.21
C -1.702644 2.084674 1.133221 0.1 0.1 -0.1 -0.08
C -2.191993 1.773856 -0.277432 0.1 0.2 -0.2 -0.64
O -3.216671 2.291447 -0.684798 0.0 -0.1 -0.1 0.05
O -1.412862 0.977013 -0.932022 -0.3 0.6 -0.5 -0.17
C 0.011070 1.424290 2.700846 0.0 0.1 0.0 -0.11
C 1.312471 1.893822 2.014670 -0.2 -0.1 0.1 -0.63
O 2.094166 2.578971 2.643892 0.0 0.0 0.0 0.05
O 1.460138 1.465818 0.803018 0.2 -0.1 -0.1 -0.13
H -2.013291 -0.826408 -0.751542 0.1 0.2 0.0 0.08
H -3.216570 -1.559948 1.473555 0.0 0.0 0.0 0.12
H -3.331222 -0.027183 0.605217 -0.1 -0.1 0.0 0.12
H -1.306331 -0.801360 2.745413 0.1 0.0 0.1 0.08
H -2.634082 0.363883 2.909822 0.0 0.0 0.0 0.14
H -1.028729 2.939746 1.048035 0.0 0.0 0.0 0.14
H -2.555749 2.380965 1.750631 0.0 0.0 0.1 0.14
H 0.285034 0.597671 3.355865 0.0 0.0 0.0 0.09
H -0.369250 2.237820 3.323914 0.0 0.0 0.0 0.13
N 0.792540 0.793430 -2.221241 0.2 -0.2 0.0 0.04
C 1.819578 0.174857 -3.011298 0.0 0.0 0.0 -0.31
C 2.273180 0.752219 -4.192043 0.0 0.0 -0.1 -0.02
C 3.248444 0.122778 -4.946199 0.0 0.0 0.0 -0.07
C 3.766996 -1.098201 -4.532391 0.0 0.0 0.0 -0.07
C 3.334737 -1.661332 -3.344066 0.0 0.0 0.0 -0.06
C 2.374105 -1.022398 -2.563839 0.0 0.0 0.2 -0.29
P 1.968181 -1.557034 -0.854276 0.5 0.1 0.0 1.08
C 3.519513 -1.063520 -0.001886 0.0 -0.1 0.0 -0.35
C 4.085614 0.170361 -0.312293 0.0 0.0 0.0 -0.08
C 5.184930 0.639477 0.389128 0.0 0.0 0.0 -0.06
C 5.739007 -0.122058 1.405714 0.0 0.0 0.0 -0.08
C 5.184166 -1.353866 1.723577 0.0 0.0 0.0 -0.08
C 4.074154 -1.816780 1.033061 0.0 0.0 -0.1 -0.15
C 2.001499 -3.374783 -0.961250 -0.2 0.0 0.1 -0.36
C 3.161668 -4.146490 -0.979970 0.0 0.0 -0.1 -0.10
C 3.079221 -5.526194 -1.098933 0.0 0.0 0.0 -0.07
C 1.842370 -6.149471 -1.199778 0.0 0.0 0.0 -0.08
C 0.681818 -5.389302 -1.183529 0.0 0.0 0.0 -0.08
C 0.763436 -4.010494 -1.058420 0.0 0.0 0.0 -0.11
H 0.858478 1.805111 -2.217603 0.0 0.0 0.1 0.11
H -0.139908 0.576510 -2.563504 0.0 0.1 0.0 0.10
H 1.849786 1.693781 -4.521757 0.0 0.0 0.0 0.12
H 3.598404 0.578064 -5.863631 0.0 0.0 0.0 0.11
H 4.519287 -1.601471 -5.125553 0.0 0.0 0.0 0.11
H 3.760559 -2.598818 -3.009822 0.0 0.0 0.0 0.10
H 3.653333 0.786496 -1.089419 0.0 0.0 0.0 0.11
H 5.595431 1.611965 0.152455 0.0 0.0 0.0 0.11
H 6.594360 0.247896 1.956402 0.0 0.0 0.0 0.10
H 5.608767 -1.953237 2.519535 0.0 0.0 0.0 0.10
H 3.635737 -2.765177 1.309770 0.0 0.0 0.0 0.08
H 4.132173 -3.673166 -0.906521 0.0 0.0 0.0 0.10
H 3.985937 -6.117544 -1.113495 0.0 0.0 0.0 0.11
H 1.783713 -7.226903 -1.285886 0.0 0.0 0.0 0.10
H -0.285221 -5.869181 -1.261869 0.0 0.0 0.0 0.11
H -0.144623 -3.417309 -1.026147 0.0 0.0 0.0 0.09
C 1.910649 -1.952872 4.116940 0.0 0.0 -0.1 -0.37
S 1.162134 -1.919082 2.477103 -0.1 -0.2 0.0 0.77
C 0.189459 -3.436386 2.540633 0.0 0.2 0.1 -0.37
H 2.438357 -2.893878 4.269944 0.0 0.0 0.0 0.04
H 1.153131 -1.820270 4.889473 0.0 0.0 0.0 0.04
H 2.622442 -1.129262 4.158627 0.0 0.0 0.0 0.04
H 0.843184 -4.304900 2.615230 0.0 0.0 0.0 0.04
H -0.378553 -3.482885 1.613124 0.0 0.0 0.0 0.02
H -0.501997 -3.417681 3.384815 0.0 0.0 0.0 0.04
```
Positions in Å, forces in eV/Å.